Record 1
Density functional theory data (ωB97M-V/def2-TZVPD) for a cluster of 13 separate species, H28N4O18S3 in total at a distorted geometry.

ORCA input file:
```
! RIJCOSX wB97M-V def2-TZVPD def2/J DEFGRID3
* xyz -2 1
N 0.6635 5.6463 2.7134
H 1.6245 5.3814 2.8760
H 0.1304 5.1923 3.4412
H 0.3922 5.1956 1.8512
H 0.6917 6.6506 2.6100
N -1.7164 -4.9296 1.6954
H -2.0577 -5.8760 1.6055
H -0.7562 -5.0749 1.4177
H -1.7299 -4.6942 2.6775
H -2.2346 -4.3105 1.0885
N -0.3833 -0.4119 0.0713
H -0.2421 -0.4739 1.0694
H -0.3003 0.5854 -0.0651
H -1.2249 -0.7231 -0.3924
H 0.3895 -0.9296 -0.3221
N 5.4458 -1.0985 -2.5806
H 6.3697 -1.2804 -2.2155
H 5.0576 -0.2911 -2.1142
H 5.5346 -0.9630 -3.5776
H 4.8107 -1.8263 -2.2856
S -4.0651 -2.8757 -2.2898
O -3.4272 -1.8774 -3.1478
O -3.5614 -4.2036 -2.6307
O -3.7771 -2.5619 -0.8997
O -5.5224 -2.8335 -2.5484
S -0.2810 3.7795 -2.5509
O -1.1927 4.8395 -2.9817
O 1.0820 4.1543 -2.8490
O -0.3100 3.5745 -1.1389
O -0.6602 2.5515 -3.2346
S 2.0905 -4.8949 -1.4535
O 1.0900 -5.5300 -2.2820
O 1.8608 -5.3159 -0.0689
O 3.3501 -5.3650 -1.9444
O 2.0931 -3.4394 -1.5255
O -4.1389 0.0867 2.6301
H -4.4931 0.8500 2.1738
H -4.1210 -0.6028 1.9663
O -3.5166 5.3450 1.0952
H -3.0347 4.8813 0.4104
H -3.4580 6.2677 0.8472
O 3.8265 2.2919 -0.3534
H 3.8897 2.7025 0.5089
H 3.1845 2.8223 -0.8254
O -1.4085 2.8293 5.0295
H -2.1884 2.6870 5.5658
H -1.1322 1.9504 4.7697
O 1.0742 -1.5776 -4.8022
H 1.3507 -1.9748 -3.9764
H 1.5291 -2.0831 -5.4758
O 0.8737 -0.7146 3.8503
H 1.5982 -0.1250 4.0592
H 0.9302 -1.4069 4.5088
*
```

As for the maximum force: 6.4 eV/A. For the total energy, the calculation gives -2784.295626 a.u. As for the orbital gap: 1.3 eV.

Record 2
Density functional theory data (ωB97M-V/def2-TZVPD) for a cluster of 14 separate species, H28NO16S in total at a distorted geometry.

ORCA input file:
```
! RIJCOSX wB97M-V def2-TZVPD def2/J DEFGRID3
* xyz -1 1
N -2.1304 0.4267 2.6278
H -2.0174 1.2479 2.1942
H -2.1495 0.7296 3.7026
H -1.4512 -0.2900 2.2873
H -3.0492 -0.0357 2.5423
S 0.0732 0.4342 -0.4161
O -0.5673 1.4222 0.3212
O 1.5582 0.5344 -0.4944
O -0.1721 -0.7820 0.3008
O -0.5532 0.1999 -1.7045
O 3.4327 0.6104 1.3990
H 3.0036 1.0389 2.1097
H 2.7409 0.5588 0.8937
O 0.8473 -3.0170 1.0044
H 0.4829 -2.0459 0.8297
H 1.8354 -2.9485 1.2315
O -2.0943 1.6499 -3.1508
H -1.3531 1.2224 -2.6501
H -2.8656 1.1991 -2.7698
O 0.4550 -0.4644 -4.0932
H -0.1778 -0.6791 -4.6993
H 0.0555 -0.0481 -3.4458
O 0.7675 -0.5342 3.3169
H 0.7176 -1.4467 2.9363
H 1.6122 -0.4510 3.7461
O 2.2419 3.2181 -0.6022
H 2.1305 2.2804 -0.4922
H 2.7842 3.5509 0.1543
O -1.7994 3.3851 -0.5419
H -2.1038 3.8121 0.3266
H -1.3052 2.6607 -0.3160
O 3.5001 -0.7137 -1.8320
H 3.4962 -0.9706 -2.6618
H 2.7991 -0.3053 -1.5281
O 0.5230 2.8868 2.6079
H 0.4607 2.3723 1.8223
H -0.1697 3.5713 2.5640
O -0.0920 -3.7932 -1.3442
H -0.0502 -3.6466 -0.4075
H -0.3827 -4.6451 -1.7154
O -2.1800 -2.4036 0.9659
H -2.6695 -2.8355 0.3455
H -1.5253 -1.7297 0.6328
O -1.9630 -1.7213 -2.0977
H -1.4118 -2.5052 -1.8817
H -1.2842 -0.9999 -2.0179
*
```

As for the maximum force: 8.5 eV/A. For the total energy, the calculation gives -1673.567088 a.u. As for the orbital gap: 7.8 eV. The value obtained for the energy relative to the best compared isomer or geometry (same formula, charge and spin) is 31.2 kcal/mol.

Record 3
Density functional theory data (ωB97M-V/def2-TZVPD) for a cluster of 14 separate species, H28O14 in total at a distorted geometry.

ORCA input file:
```
! RIJCOSX wB97M-V def2-TZVPD def2/J DEFGRID3
* xyz 0 1
O -0.3320 0.6979 2.8530
H 0.3980 0.4808 2.2170
H -0.5204 1.6278 2.5095
O 2.5892 1.3663 -3.0672
H 2.6088 1.2907 -4.0156
H 1.7580 1.3364 -2.5954
O -3.0679 3.2768 -1.5618
H -3.6324 3.5914 -0.8140
H -2.5528 2.6351 -1.0988
O -0.0144 2.1113 -1.9393
H -0.7226 2.7337 -1.7271
H -0.6142 1.3503 -1.9898
O 0.1492 -4.0352 1.9706
H -0.5455 -3.5250 1.5511
H 0.1182 -3.7902 2.9133
O -4.0005 -0.7636 1.5243
H -4.3945 -0.4779 0.6948
H -3.3940 -1.4640 1.2737
O 4.2786 1.5439 0.6841
H 3.9935 1.7799 1.5750
H 4.1448 0.5945 0.7380
O 3.1227 -0.3360 3.0249
H 3.1156 -0.6343 3.9416
H 4.0631 -0.3647 2.8312
O -2.2923 1.5525 0.9696
H -1.8442 1.1505 0.2241
H -2.7620 0.8305 1.4017
O 1.2670 -0.2823 -0.0780
H 1.4202 -1.2223 0.1501
H 2.0000 0.0059 -0.6961
O 1.2403 -2.6284 -1.9804
H 1.1802 -3.5800 -2.1204
H 2.1927 -2.6043 -2.1550
O 0.8352 -0.6020 -4.2359
H 0.6470 -0.5504 -3.2964
H 1.6679 -0.1606 -4.3810
O -2.6434 -0.9785 -2.8429
H -2.9286 -0.5981 -3.6847
H -2.0719 -1.6816 -3.1648
O -1.2716 -0.0104 5.1881
H -2.2007 -0.0181 4.9048
H -0.9846 0.3517 4.3042
*
```

As for the maximum force: 3.3 eV/A. For the total energy, the calculation gives -1070.089472 a.u. As for the orbital gap: 10.2 eV. The value obtained for the energy relative to the best compared isomer or geometry (same formula, charge and spin) is 70.0 kcal/mol.

Record 4
Density functional theory data (ωB97M-V/def2-TZVPD) for a cluster of 14 separate species, H28O14 in total at a distorted geometry.

ORCA input file:
```
! RIJCOSX wB97M-V def2-TZVPD def2/J DEFGRID3
* xyz 0 1
O 3.8765 0.6304 0.5900
H 4.4756 1.2290 1.0278
H 3.0040 0.7628 0.9402
O 2.0167 1.2864 2.3746
H 1.1294 1.7443 2.3773
H 1.8818 0.6488 3.0694
O -2.1151 2.1483 -2.4475
H -1.9620 1.2395 -2.2367
H -3.0876 2.2269 -2.5717
O 1.5248 3.8515 0.2400
H 0.8994 3.5217 0.9133
H 1.4184 3.2822 -0.5139
O -2.0176 0.2113 2.4340
H -2.7177 0.2610 1.8280
H -1.2939 0.2529 1.7958
O 1.0181 1.7351 -1.4721
H 0.6713 1.7219 -2.3796
H 1.9049 1.3638 -1.5649
O 0.6360 -3.5013 -1.7620
H 1.2933 -4.0138 -1.2865
H 0.0193 -3.2723 -1.0419
O -1.4043 -0.3691 -1.9640
H -0.5148 -0.5183 -2.3341
H -1.9109 -1.1219 -2.3016
O -3.4704 -1.8131 0.6385
H -3.2742 -0.9595 0.2873
H -4.2663 -1.8768 1.1592
O 1.1763 -0.9717 -2.8841
H 2.1099 -0.6884 -3.0089
H 1.2650 -1.6393 -2.2025
O -0.0120 -0.1555 0.3187
H -0.5629 -0.4811 -0.3811
H 0.3421 0.6436 -0.0651
O -0.3890 2.5143 2.1050
H -0.8643 3.0094 1.4435
H -1.0188 2.0748 2.6554
O -1.2298 -3.2742 0.2000
H -2.0326 -2.8062 0.0952
H -1.1422 -3.1643 1.1314
O 1.5840 -2.2854 1.4612
H 1.0929 -1.5554 1.0566
H 1.9468 -1.8922 2.2759
*
```

As for the maximum force: 2.2 eV/A. For the total energy, the calculation gives -1070.162216 a.u. As for the orbital gap: 10.3 eV. The value obtained for the energy relative to the best compared isomer or geometry (same formula, charge and spin) is 24.3 kcal/mol.

Record 5
Density functional theory data (ωB97M-V/def2-TZVPD) for a cluster of 14 separate species, H28O14 in total at a distorted geometry.

ORCA input file:
```
! RIJCOSX wB97M-V def2-TZVPD def2/J DEFGRID3
* xyz 0 1
O -6.4920 9.1340 -1.4700
H -7.2510 8.4920 -1.4030
H -6.5550 9.8270 -0.7900
O -2.5260 5.8800 -2.8800
H -1.5620 5.6860 -2.8000
H -2.5460 6.5270 -3.5910
O -5.9060 10.2810 -6.1160
H -6.8390 10.3590 -6.0570
H -5.6870 11.1870 -5.8950
O -2.8340 10.5520 -5.0240
H -3.0780 10.7810 -5.9290
H -3.6120 10.5950 -4.4570
O -4.9440 10.8650 -3.0420
H -4.5010 10.2720 -2.4720
H -5.2050 11.5340 -2.4590
O -7.9070 10.9750 -3.3430
H -7.0910 10.5120 -3.1950
H -8.2290 10.4690 -4.0780
O -5.0550 6.5790 -0.8930
H -5.7820 7.1760 -0.8620
H -4.9800 6.2270 -1.8320
O -5.2850 5.1770 -3.0480
H -5.3880 5.4210 -3.9650
H -4.4430 4.7720 -3.1090
O -5.5680 8.1170 -4.2780
H -4.8440 8.2820 -3.7040
H -5.7190 8.8900 -4.8490
O -4.0820 8.3590 -7.3330
H -4.4250 9.0300 -6.7740
H -3.2300 8.6310 -7.7240
O -3.3840 8.6850 -1.9330
H -3.9230 8.0180 -1.5580
H -3.2640 9.2660 -1.1440
O -4.6360 5.7420 -5.7450
H -5.5270 5.8660 -6.1180
H -4.4140 6.6400 -5.4580
O -7.8730 6.9230 -3.7790
H -6.9370 7.2510 -3.9240
H -8.0560 7.0840 -2.8410
O -2.5690 7.7640 -5.0060
H -2.6350 8.7290 -5.1170
H -2.5500 7.5280 -5.9440
*
```

As for the maximum force: 3.0 eV/A. For the total energy, the calculation gives -1070.149047 a.u. As for the orbital gap: 10.2 eV. The value obtained for the energy relative to the best compared isomer or geometry (same formula, charge and spin) is 32.6 kcal/mol.

Record 6
Density functional theory data (ωB97M-V/def2-TZVPD) for a cluster of 14 separate species, H28O14 in total at a distorted geometry.

ORCA input file:
```
! RIJCOSX wB97M-V def2-TZVPD def2/J DEFGRID3
* xyz 0 1
O -2.5155 -2.7208 2.3069
H -2.7497 -1.9441 1.8701
H -1.8762 -2.3115 2.8793
O -1.8969 0.7164 1.9627
H -1.0380 0.7106 1.6540
H -1.6526 0.9770 2.9054
O 1.9509 -0.8695 -1.2958
H 1.5376 -1.6430 -1.6193
H 2.7676 -1.1539 -0.8645
O 2.7751 -1.4052 1.2682
H 1.8842 -1.7723 0.9774
H 3.3454 -2.0113 1.6674
O -0.1344 0.0629 0.0967
H -0.5405 -0.8146 0.2572
H 0.6432 -0.1760 -0.4164
O 3.4933 1.1996 0.7445
H 3.0373 1.7952 1.3780
H 3.2535 0.2499 0.8730
O 0.2628 -2.6676 1.2200
H 0.1882 -2.4044 2.0895
H 0.0787 -3.6215 1.2685
O -3.0702 1.9037 -0.6928
H -3.3800 2.6643 -1.2227
H -2.2459 2.1334 -0.3634
O 2.4204 2.5545 -1.5154
H 2.7463 1.9711 -0.8507
H 1.5381 2.2406 -1.6928
O 2.3293 0.5450 -3.6591
H 2.2318 -0.0437 -2.8968
H 2.4685 -0.1217 -4.3532
O -3.9189 -0.5070 0.7374
H -3.6893 -0.9385 -0.0784
H -3.1390 -0.0692 1.1154
O -0.9306 3.2038 0.6054
H -0.7658 4.1556 0.4460
H -0.0601 2.8325 0.7320
O -1.7912 -2.0597 -0.5649
H -1.1262 -2.3886 -1.1511
H -1.4852 -2.4884 0.2132
O -0.2007 1.7692 -2.0415
H -0.3260 1.2700 -1.2088
H -0.4195 1.1772 -2.7805
*
```

As for the maximum force: 4.4 eV/A. For the total energy, the calculation gives -1070.102341 a.u. As for the orbital gap: 8.7 eV. The value obtained for the energy relative to the best compared isomer or geometry (same formula, charge and spin) is 61.9 kcal/mol.